# CH8NO3

A cluster of 3 separate species, CH8NO3 in total at a distorted geometry (ωB97M-V/def2-TZVPD, the OMol25 dataset).

The geometry in XYZ format:
```
13
Properties=species:S:1:pos:R:3:forces:R:3
N 1.382777 -1.466140 -0.364840 -0.274 2.406 0.374
C 0.157807 -0.911871 0.311220 -0.443 -0.104 3.102
O -0.191386 0.432727 0.111377 1.035 -2.271 -0.368
H 2.116679 -0.782991 -0.087357 -0.140 -0.767 0.282
H 1.156854 -0.984374 -1.222190 0.247 -0.488 -1.475
H 0.309930 -1.043411 1.463098 0.027 -0.159 -1.447
H -0.623427 -1.688313 0.072155 0.087 0.889 -0.201
H 0.485420 2.708200 -0.802613 -0.132 0.412 -0.156
H 0.947015 1.354566 -0.458719 0.172 1.057 -0.631
O 1.305347 2.226394 -0.917282 -0.067 -1.099 0.625
H -1.644998 0.415835 0.482722 -0.503 0.308 -0.463
H -2.731170 -0.567321 0.857237 -0.407 -1.912 0.664
O -2.670847 0.306699 0.555192 0.400 1.728 -0.305
```
Forces are in eV/Å.

Results
Charge = -1
E_LUMO = 4.42 eV
E_HOMO = -0.1579 Ha
Frontier orbital gap = 8.71 eV



# CH8NPSi2

A structure of composition CH8NPSi2 at a distorted geometry (ωB97M-V/def2-TZVPD, the OMol25 dataset).

The geometry in XYZ format:
```
13
Properties=species:S:1:pos:R:3:forces:R:3
C -0.044708 0.060807 0.457887 -0.893 0.283 -0.669
N -2.617136 0.009445 0.861058 -2.541 -0.660 -0.148
Si 0.808974 -1.549993 -0.172624 1.645 0.428 1.472
Si 0.845231 1.632624 -0.352104 0.845 -0.737 1.994
P -1.696436 -0.128345 -0.384898 0.721 0.325 0.331
H -0.321873 -0.020047 1.555146 0.675 0.404 -1.206
H -3.635236 -0.210988 0.607181 1.723 0.568 0.409
H -0.084003 -2.734009 -0.405534 0.123 0.531 -0.148
H 1.671060 -1.138819 -1.370014 -0.570 -0.576 0.599
H 1.706432 -1.931808 1.069038 -0.644 0.170 -1.328
H 2.242018 1.765956 0.355585 -1.193 -0.084 -0.823
H 0.249767 2.984167 -0.498862 -0.316 -0.176 0.682
H 0.875911 1.261013 -1.721858 0.425 -0.476 -1.165
```
Forces are in eV/Å.

Results
E_LUMO = -0.20 eV
E_HOMO = -0.3389 Ha
Frontier orbital gap = 9.02 eV



# CH8NS2

A cluster of 2 separate species, CH8NS2 in total at a distorted geometry (ωB97M-V/def2-TZVPD, the OMol25 dataset).

The geometry in XYZ format:
```
12
Properties=species:S:1:pos:R:3:forces:R:3
N 0.513453 -0.782577 2.407459 -1.098 -0.277 -0.726
H 1.428604 -1.041090 2.038552 0.126 -0.281 0.382
H -0.018524 -1.545492 2.832546 0.633 -0.120 0.589
H -0.030311 -0.631598 1.530917 0.358 0.736 0.589
H 0.564897 0.044432 3.001064 -0.154 0.013 -0.015
C -1.022761 0.962634 -2.159286 -0.515 0.847 -1.102
S -0.787165 0.285269 -0.539191 -0.165 0.007 0.704
S 0.935592 -0.829133 -0.554710 0.092 -0.455 -1.237
H -0.704231 2.007206 -2.199836 0.211 -0.162 0.232
H -0.537792 0.446910 -2.992603 -0.133 -0.337 0.410
H -2.108708 0.993016 -2.323736 0.262 -0.275 -0.024
H 1.766947 0.090421 -1.041177 0.383 0.303 0.197
```
Forces are in eV/Å.

Results
Charge = +1
E_LUMO = -3.84 eV
E_HOMO = -0.4661 Ha
Frontier orbital gap = 8.84 eV



# CH8O4Si2

A structure of composition CH8O4Si2 at a distorted geometry (ωB97M-V/def2-TZVPD, the OMol25 dataset).

The geometry in XYZ format:
```
15
Properties=species:S:1:pos:R:3:forces:R:3
C 2.761444 -0.646377 0.085332 -3.215 -2.499 -1.338
O -1.947265 1.068674 1.387615 0.114 -0.489 1.485
O -2.658395 -1.348019 0.187070 -1.035 0.667 1.711
O -2.814216 0.681822 -1.315439 -1.151 -0.493 1.774
O -0.090283 -0.340692 -0.267804 -4.439 0.313 0.530
Si 1.239203 0.495059 -0.036419 1.232 -1.201 -0.918
Si -2.222798 0.190194 0.079167 5.265 -2.481 -1.577
H 3.531392 -0.030418 0.220404 3.489 2.511 0.782
H 2.713553 -1.365690 0.902352 -0.087 0.109 0.153
H 2.997650 -1.239558 -0.832264 -0.490 0.509 0.518
H -1.370082 0.652934 2.111900 -1.217 0.818 -1.773
H -2.363894 -2.001713 -0.426738 0.419 -0.353 -0.641
H -2.492967 1.194290 -2.012160 0.965 1.380 -1.251
H 1.292915 1.344304 1.122578 -0.152 0.597 0.952
H 1.423738 1.345194 -1.205588 0.302 0.614 -0.408
```
Forces are in eV/Å.

Results
E_LUMO = -0.06 eV
E_HOMO = -0.3468 Ha
Frontier orbital gap = 9.37 eV



# CH8O5

A cluster of 4 separate species, CH8O5 in total at a distorted geometry (ωB97M-V/def2-TZVPD, the OMol25 dataset).

The geometry in XYZ format:
```
14
Properties=species:S:1:pos:R:3:forces:R:3
O -1.833038 1.635343 1.759120 0.643 -1.545 -0.637
C -1.385348 1.207995 0.732680 0.789 -0.002 -0.721
O -0.880210 -0.053001 0.399625 -0.979 0.656 1.970
H -1.152412 1.844158 -0.114108 -0.428 0.657 -0.460
H -1.108178 -0.329119 -0.511561 -0.026 0.210 -0.116
H -0.898852 -1.655368 -2.819319 -0.287 0.226 0.791
H 0.083568 -1.022235 -1.958947 6.360 2.092 -0.176
O -0.719386 -1.354978 -1.906404 -6.700 -2.351 -1.172
H 1.086732 -1.033433 -0.098770 1.237 -2.848 -1.993
H 1.233902 -2.529017 -0.425825 -2.565 -7.757 3.513
O 1.463431 -1.780404 -0.750964 2.002 10.658 -1.045
H 1.639596 1.090892 1.429826 0.238 1.635 0.923
H 0.778426 2.009084 2.350048 1.886 0.038 -0.782
O 1.691767 1.970080 1.914605 -2.170 -1.671 -0.096
```
Forces are in eV/Å.

Results
SMILES string = O=CO.O.O.O
E_LUMO = 0.26 eV
E_HOMO = -0.4107 Ha
Frontier orbital gap = 11.43 eV



# CH8O5

A cluster of 4 separate species, CH8O5 in total at a distorted geometry (ωB97M-V/def2-TZVPD, the OMol25 dataset).

The geometry in XYZ format:
```
14
Properties=species:S:1:pos:R:3:forces:R:3
O -1.232000 -1.964687 -0.159915 0.067 -0.831 0.425
C -0.158208 -2.395339 0.156080 -0.308 0.879 0.427
O 0.968672 -1.602949 -0.099198 -1.042 -2.177 -1.077
H 0.012957 -3.408547 0.595662 0.086 0.759 -0.061
H 0.814499 -1.745534 -1.070278 1.210 1.454 0.354
H 1.449499 1.487714 -2.495608 0.134 -0.413 0.159
H 0.054016 1.943269 -2.524043 -0.294 -0.392 0.088
O 0.557298 1.119431 -2.447439 0.161 0.726 -0.182
H 0.799748 1.420952 0.567118 0.095 0.058 -0.001
H 0.999064 2.797203 1.219577 -0.007 -0.096 0.023
O 1.407634 2.169826 0.615664 -0.066 0.005 -0.076
H -1.689317 -0.555811 1.377100 -0.333 0.565 0.056
H -2.195127 0.799786 2.057478 0.137 -0.542 -0.370
O -1.788729 -0.065311 2.207801 0.162 0.005 0.234
```
Forces are in eV/Å.

Results
SMILES string = O=CO.O.O.O
E_LUMO = 0.55 eV
E_HOMO = -0.4132 Ha
Frontier orbital gap = 11.79 eV



# CH8Si2

A cluster of 2 separate species, CH8Si2 in total at a distorted geometry (ωB97M-V/def2-TZVPD, the OMol25 dataset).

The geometry in XYZ format:
```
11
Properties=species:S:1:pos:R:3:forces:R:3
C -2.194512 -1.110550 -0.232899 2.030 1.395 0.541
Si -2.186308 0.686633 -0.096442 1.221 -3.742 -0.674
Si 2.517660 0.192087 0.198964 -0.275 -0.058 0.286
H -1.086909 -1.558890 -0.231580 -2.579 1.042 -0.261
H -2.978008 -1.867587 -0.131455 0.219 0.494 0.085
H -3.264189 1.621940 0.097049 -0.438 0.343 -0.047
H 1.610635 1.160431 0.919807 0.082 -0.443 -0.438
H -0.829319 1.113442 -0.539649 -0.445 0.467 0.350
H 3.788531 0.358833 1.007649 -0.381 -0.416 -0.562
H 2.706980 0.652330 -1.239239 -0.059 -0.322 0.754
H 1.915434 -1.248666 0.247796 0.625 1.240 -0.034
```
Forces are in eV/Å.

Results
SMILES string = C=[SiH2].[SiH4]
E_LUMO = 0.21 eV
E_HOMO = -0.3092 Ha
Frontier orbital gap = 8.62 eV



# CH9N2O

A cluster of 2 separate species, CH9N2O in total at a distorted geometry (ωB97M-V/def2-TZVPD, the OMol25 dataset).

The geometry in XYZ format:
```
13
Properties=species:S:1:pos:R:3:forces:R:3
N -1.368335 -0.074270 1.476005 -0.139 -0.559 -1.516
H -2.243277 0.049290 0.916087 0.976 -0.846 0.974
H -0.990729 -1.045523 1.586491 -1.435 1.140 0.135
H -0.213164 0.275861 0.406740 1.122 0.990 2.477
H -1.445919 0.426305 2.353264 0.096 -0.220 -0.024
N 0.889508 0.592003 0.220212 1.267 -1.615 -2.176
C 0.927829 -0.183781 -1.091462 -2.479 -1.252 0.464
O -0.365549 0.016353 -1.713116 0.520 -1.578 -0.905
H 1.782195 0.271222 0.791645 -2.795 0.986 -0.974
H 0.938502 1.574950 -0.043643 0.096 0.144 0.508
H 1.707718 0.087304 -1.727662 1.387 0.601 -0.865
H 0.955627 -1.233991 -0.798050 0.591 0.026 -0.023
H -0.574406 -0.755723 -2.376512 0.792 2.182 1.926
```
Forces are in eV/Å.

Results
Charge = +1
E_LUMO = -3.50 eV
E_HOMO = -0.5552 Ha
Frontier orbital gap = 11.61 eV



# CH9N2O

A cluster of 2 separate species, CH9N2O in total at a distorted geometry (ωB97M-V/def2-TZVPD, the OMol25 dataset).

The geometry in XYZ format:
```
13
Properties=species:S:1:pos:R:3:forces:R:3
O 1.747263 1.518674 -0.137688 -3.139 -1.350 -1.011
H 1.594942 2.252607 -0.731618 0.591 0.570 0.021
H -0.178178 0.653132 -1.023709 -0.482 -0.384 0.319
H 2.544195 1.606248 0.318147 2.213 0.617 0.927
N -0.785404 -0.205006 -0.976314 -1.219 2.517 0.366
C -1.027259 -0.525704 0.556429 1.474 2.111 -3.553
N 0.217807 -1.055747 0.970475 -0.632 -2.795 1.435
H -1.719650 0.038134 -1.426759 1.147 -0.414 0.457
H -0.278244 -0.816076 -1.578313 0.298 -1.645 -0.508
H -1.335660 0.450012 0.868159 0.400 0.468 1.239
H -1.838610 -1.165103 0.565994 -1.448 -2.025 0.430
H 0.312819 -2.143773 0.866620 0.409 2.169 0.053
H 0.745977 -0.607398 1.728575 0.388 0.162 -0.176
```
Forces are in eV/Å.

Results
Expectation value of S² = 0.75
2S+1 = 2
Charge = +2
E_LUMO (alpha / beta) = -8.41 / -14.60 eV
E_HOMO (alpha / beta) = -0.7409 / -0.7401 Ha
Frontier orbital gap (alpha / beta) = 11.75 / 5.53 eV



# CH9N3O2

A cluster of 3 separate species, CH9N3O2 in total at a distorted geometry (ωB97M-V/def2-TZVPD, the OMol25 dataset).

The geometry in XYZ format:
```
15
Properties=species:S:1:pos:R:3:forces:R:3
N 0.210114 -0.211953 -0.814098 -0.599 1.706 0.426
C -0.811738 0.693201 -0.837869 -1.923 0.458 -0.561
N -0.634690 1.753447 -1.791541 -0.208 -0.364 -1.238
N -1.914724 0.635553 -0.161447 1.259 -1.379 0.502
H 0.373897 -0.742264 0.018595 -0.039 -0.825 -0.178
H 0.520230 -0.377912 -1.746649 1.110 -0.402 0.139
H -0.948728 1.481229 -2.723926 0.675 -0.357 -0.111
H -1.277397 2.511897 -1.614068 -0.048 -0.005 0.673
H -2.683489 0.908136 -0.755020 -0.078 1.249 0.421
H 3.513324 -1.452151 0.508539 0.431 0.692 0.109
H 2.751526 -2.032286 1.734071 0.050 0.370 0.414
O 2.946149 -2.146725 0.809644 -0.560 -1.017 -0.556
H -0.974870 0.286263 1.678623 0.012 -0.394 -0.215
H -0.784788 -0.304141 3.039110 -0.084 -0.204 0.665
O -0.381467 -0.306972 2.178588 0.003 0.470 -0.491
```
Forces are in eV/Å.

Results
SMILES string = N=C(N)N.O.O
E_LUMO = 0.73 eV
E_HOMO = -0.3228 Ha
Frontier orbital gap = 9.52 eV



Let's list molar mass in order: 82.1; 121.2; 98.2; 140.2; 100.1; 100.1; 76.2; 65.1; 65.1; 95.1 u.
Let's list relative energy (zero: lowest compared OMol25 entry of this formula, charge and spin) in order: 14.4; 0.0; 12.3; 44.7; 48.7; 34.8; 67.1; 32.4; 16.6; 33.8 kcal/mol.
Let's list E_tot in order: -8799.8455; -27698.6077; -24320.3085; -25115.9921; -11402.8409; -11403.4397; -16918.1174; -6203.2112; -6189.1284; -9747.6007 eV.